[1]
Formula: C72H108O54
Source: the Open Molecules 2025 dataset
Level of theory: wB97M-V/def2-TZVPD

Each line ends with the Mulliken charge.
Positions of all 234 atoms, in Å:
C (3.836, 4.978, -16.419)  -1.463
C (3.059, 4.363, -17.583)  0.476
C (3.940, 3.464, -18.567)  -0.546
O (3.426, 2.126, -18.538)  -0.155
C (2.408, 2.144, -17.716)  0.363
O (1.744, 1.131, -17.563)  -0.358
O (2.186, 3.364, -17.119)  -0.370
H (3.146, 5.459, -15.726)  0.386
H (4.563, 5.721, -16.745)  0.386
H (4.412, 4.233, -15.870)  0.328
H (2.470, 5.119, -18.104)  0.289
H (4.995, 3.492, -18.292)  0.250
H (3.721, 3.776, -19.588)  0.297
C (-0.681, -13.572, -22.813)  -1.331
C (0.218, -12.282, -22.736)  0.345
C (-0.574, -10.996, -22.967)  -0.716
O (-0.154, -10.120, -21.932)  -0.106
C (0.352, -10.783, -20.971)  0.489
O (0.802, -10.358, -19.916)  -0.286
O (0.436, -12.089, -21.383)  -0.393
H (-1.709, -13.323, -22.552)  0.362
H (-0.328, -14.331, -22.115)  0.345
H (-0.626, -13.992, -23.817)  0.360
H (1.218, -12.292, -23.170)  0.396
H (-1.634, -11.243, -22.907)  0.287
H (-0.265, -10.636, -23.948)  0.339
C (1.989, -3.251, -20.047)  -0.038
C (2.164, -1.827, -20.592)  1.229
C (2.800, -1.732, -21.962)  0.053
O (2.006, -0.880, -22.741)  -0.405
C (0.890, -0.496, -21.978)  0.441
O (-0.080, 0.131, -22.380)  -0.582
O (0.947, -1.154, -20.813)  -0.308
H (2.856, -3.888, -19.873)  0.088
H (1.212, -3.684, -20.676)  0.293
H (1.559, -3.232, -19.046)  -0.834
H (2.836, -1.335, -19.890)  -0.224
H (3.058, -2.689, -22.417)  0.164
H (3.723, -1.195, -21.744)  0.154
C (9.613, -6.529, -20.867)  -1.757
C (8.434, -6.592, -19.935)  1.689
C (8.691, -5.906, -18.550)  -0.439
O (7.561, -5.159, -18.306)  0.575
C (6.802, -5.111, -19.410)  -0.036
O (5.724, -4.463, -19.501)  -0.400
O (7.378, -5.857, -20.428)  -0.338
H (9.305, -6.553, -21.913)  0.263
H (10.304, -7.364, -20.752)  0.380
H (10.267, -5.692, -20.626)  0.488
H (8.153, -7.613, -19.678)  -0.730
H (9.631, -5.354, -18.536)  0.300
H (8.768, -6.739, -17.850)  0.224
C (9.615, -2.063, -16.080)  -1.094
C (9.614, -1.960, -14.528)  1.502
C (10.494, -2.892, -13.758)  0.048
O (11.363, -2.054, -13.054)  -0.355
C (11.056, -0.787, -13.288)  0.485
O (11.560, 0.214, -12.757)  -0.612
O (10.052, -0.729, -14.145)  -0.457
H (8.849, -1.416, -16.507)  -0.073
H (9.375, -3.015, -16.552)  0.111
H (10.546, -1.695, -16.511)  0.515
H (8.601, -2.136, -14.167)  -0.415
H (11.061, -3.496, -14.466)  0.227
H (9.934, -3.625, -13.178)  0.156
C (-2.864, -7.967, -20.564)  -1.505
C (-2.101, -7.482, -19.347)  0.831
C (-0.649, -7.019, -19.678)  -0.148
O (-0.542, -5.894, -18.807)  0.804
C (-1.760, -5.540, -18.373)  -0.115
O (-2.101, -4.520, -17.710)  -0.705
O (-2.692, -6.401, -18.807)  -0.468
H (-2.283, -8.783, -20.995)  0.136
H (-2.826, -7.198, -21.335)  0.482
H (-3.918, -8.195, -20.405)  0.394
H (-1.982, -8.196, -18.531)  -0.020
H (-0.635, -6.837, -20.752)  0.190
H (-0.025, -7.890, -19.478)  -0.081
C (2.632, -2.351, -12.911)  -1.126
C (3.385, -1.240, -13.639)  0.891
C (2.709, -0.766, -14.944)  1.474
O (2.009, 0.396, -14.546)  -0.453
C (2.377, 0.788, -13.313)  0.600
O (1.903, 1.719, -12.653)  -0.657
O (3.225, -0.084, -12.788)  -0.433
H (2.757, -3.313, -13.408)  0.062
H (1.555, -2.187, -12.867)  0.267
H (3.110, -2.437, -11.936)  0.460
H (4.465, -1.375, -13.693)  0.148
H (2.036, -1.462, -15.444)  -0.818
H (3.441, -0.395, -15.663)  -0.426
C (-1.790, 0.443, -16.402)  -1.423
C (-1.784, -1.074, -16.689)  0.343
C (-1.020, -1.479, -17.992)  -0.294
O (-0.138, -2.486, -17.537)  0.969
C (-0.225, -2.745, -16.193)  0.148
O (0.388, -3.584, -15.557)  -0.421
O (-1.179, -1.939, -15.706)  -0.402
H (-2.273, 0.633, -15.443)  0.416
H (-2.185, 0.975, -17.268)  0.380
H (-0.728, 0.674, -16.320)  0.219
H (-2.855, -1.255, -16.598)  0.147
H (-0.439, -0.642, -18.380)  0.139
H (-1.595, -2.025, -18.740)  0.210
C (7.095, -4.407, -14.669)  -0.653
C (7.772, -5.762, -14.319)  1.155
C (7.571, -6.929, -15.258)  1.591
O (8.795, -7.494, -15.433)  -0.439
C (9.734, -6.757, -14.794)  0.480
O (10.943, -6.971, -14.895)  -0.623
O (9.148, -5.629, -14.337)  -0.231
H (7.501, -4.028, -15.607)  0.103
H (7.275, -3.653, -13.903)  0.517
H (6.017, -4.542, -14.755)  -0.165
H (7.469, -5.965, -13.292)  -1.008
H (7.129, -6.597, -16.198)  -1.068
H (6.869, -7.655, -14.848)  0.266
C (5.099, -11.078, -19.478)  -1.313
C (6.357, -11.007, -18.576)  1.169
C (6.130, -10.844, -17.047)  0.617
O (7.084, -11.687, -16.445)  -0.355
C (7.570, -12.546, -17.432)  0.399
O (8.450, -13.457, -17.266)  -0.588
O (7.055, -12.189, -18.692)  -0.465
H (5.337, -11.374, -20.500)  0.491
H (4.735, -10.056, -19.577)  -0.004
H (4.349, -11.780, -19.111)  0.451
H (7.036, -10.232, -18.933)  -0.405
H (5.106, -11.120, -16.796)  -0.055
H (6.267, -9.765, -16.968)  -0.024
C (7.316, 1.374, -19.515)  -1.575
C (6.303, 0.326, -19.121)  0.734
C (6.770, -1.154, -19.349)  -0.664
O (6.289, -1.734, -18.107)  0.905
C (6.278, -0.827, -17.165)  -0.539
O (6.266, -1.076, -15.957)  -0.464
O (6.104, 0.387, -17.745)  -0.248
H (8.262, 1.388, -18.975)  0.340
H (6.725, 2.276, -19.361)  0.226
H (7.641, 1.472, -20.551)  0.373
H (5.281, 0.514, -19.448)  0.301
H (7.847, -1.244, -19.484)  0.323
H (6.264, -1.685, -20.155)  0.248
C (7.600, -6.694, -10.049)  -1.566
C (6.239, -7.188, -10.457)  0.606
C (5.166, -6.244, -9.941)  -0.716
O (4.245, -6.224, -10.946)  -0.284
C (4.893, -6.582, -12.097)  0.064
O (4.542, -6.296, -13.201)  0.085
O (6.042, -7.195, -11.754)  -0.270
H (7.871, -5.721, -10.460)  0.337
H (8.416, -7.293, -10.453)  0.390
H (7.766, -6.716, -8.971)  0.403
H (6.026, -8.135, -9.961)  0.257
H (5.588, -5.241, -9.875)  0.313
H (4.724, -6.463, -8.969)  0.374
C (8.039, -9.546, -21.990)  -0.732
C (8.095, -10.091, -23.433)  0.333
C (8.977, -9.314, -24.472)  -0.276
O (9.826, -10.349, -24.895)  -0.353
C (9.565, -11.525, -24.259)  0.599
O (10.147, -12.561, -24.527)  -0.578
O (8.683, -11.386, -23.327)  -0.335
H (9.011, -9.350, -21.537)  0.291
H (7.400, -10.139, -21.336)  -0.039
H (7.471, -8.628, -22.141)  0.243
H (7.108, -10.164, -23.890)  0.316
H (9.464, -8.486, -23.958)  0.226
H (8.399, -9.048, -25.357)  0.299
C (4.318, -6.957, -21.729)  -0.619
C (3.339, -7.169, -22.838)  0.724
C (2.105, -7.872, -22.407)  0.020
O (1.155, -6.862, -22.445)  -0.144
C (1.606, -5.757, -23.142)  0.406
O (0.881, -4.899, -23.551)  -0.575
O (2.953, -5.849, -23.304)  -0.385
H (5.324, -6.700, -22.059)  0.354
H (4.478, -7.883, -21.177)  -0.008
H (4.050, -6.146, -21.052)  -0.241
H (3.765, -7.799, -23.619)  0.315
H (2.203, -8.307, -21.412)  -0.004
H (1.866, -8.693, -23.083)  0.075
C (-0.287, -9.231, -16.856)  -0.712
C (0.570, -9.973, -15.829)  -0.084
C (1.548, -11.033, -16.360)  -0.474
O (2.795, -10.705, -15.847)  -0.320
C (2.768, -9.523, -15.160)  0.276
O (3.646, -9.139, -14.365)  -0.524
O (1.458, -9.019, -15.193)  0.278
H (-1.074, -8.574, -16.483)  0.443
H (-0.718, -9.994, -17.504)  0.400
H (0.334, -8.622, -17.513)  -0.124
H (0.010, -10.488, -15.049)  0.344
H (1.546, -11.069, -17.449)  0.132
H (1.202, -12.002, -16.002)  0.378
C (-1.121, -5.945, -13.029)  -1.131
C (-0.441, -7.266, -12.592)  0.704
C (1.040, -7.203, -12.260)  0.827
O (1.119, -7.699, -10.953)  -0.349
C (-0.071, -8.093, -10.565)  0.491
O (-0.174, -8.744, -9.541)  -0.621
O (-1.016, -7.449, -11.326)  -0.438
H (-0.719, -5.090, -12.484)  0.344
H (-2.192, -5.935, -12.831)  0.384
H (-0.888, -5.841, -14.089)  0.103
H (-0.706, -8.185, -13.116)  0.231
H (1.417, -6.180, -12.285)  -0.141
H (1.624, -7.817, -12.945)  -0.499
C (-6.127, -4.054, -15.653)  -1.698
C (-4.990, -4.957, -16.173)  1.011
C (-3.970, -5.176, -15.083)  -0.105
O (-3.795, -6.571, -15.126)  -0.219
C (-4.759, -7.175, -15.875)  0.586
O (-4.901, -8.388, -15.960)  -0.625
O (-5.422, -6.252, -16.566)  -0.402
H (-6.710, -4.572, -14.891)  0.424
H (-6.832, -3.853, -16.460)  0.401
H (-5.844, -3.129, -15.151)  0.369
H (-4.554, -4.481, -17.052)  0.052
H (-4.326, -4.856, -14.104)  0.454
H (-2.980, -4.764, -15.276)  -0.115
C (3.535, -3.885, -16.578)  0.312
C (3.477, -5.404, -16.353)  2.366
C (2.215, -6.025, -16.880)  0.483
O (2.708, -7.071, -17.719)  -0.486
C (3.968, -7.046, -17.811)  -0.178
O (4.632, -7.812, -18.438)  -0.375
O (4.446, -6.052, -17.083)  0.279
H (2.580, -3.376, -16.449)  -0.737
H (3.753, -3.697, -17.629)  -0.636
H (4.456, -3.514, -16.129)  0.153
H (3.483, -5.596, -15.280)  -0.547
H (1.879, -5.279, -17.600)  -0.699
H (1.467, -6.353, -16.158)  -0.177

Values from the calculation:
HOMO level: -10.3592 eV
Total charge: 0
Calculated total energy: -6871.3717 hartree
Relative energy (zero: lowest compared OMol25 entry of this formula, charge and spin): 61.5 kJ/mol
Strongest force on any atom: 0.130 hartree/bohr
LUMO: -0.53 eV
Kohn-Sham gap: 9.8262 eV

=====

[2]
Formula: C72H110BaN2OP4Si
Source: the Open Molecules 2025 dataset
Level of theory: wB97M-V/def2-TZVPD

Each line ends with the Mulliken charge.
Positions of all 191 atoms, in Å:
Ba (-1.666, 0.369, 0.141)  -0.148
C (-0.053, 0.096, -3.118)  -0.761
Si (1.057, -0.632, -1.699)  0.166
C (2.793, 0.021, -2.377)  0.023
C (3.528, -0.788, -3.261)  -0.045
C (4.730, -0.393, -3.825)  -0.852
C (5.287, 0.821, -3.472)  -1.675
C (4.601, 1.642, -2.596)  -1.213
C (3.349, 1.287, -2.082)  0.995
P (2.425, 2.362, -0.916)  0.432
C (2.605, 4.202, -1.313)  0.489
C (3.742, 4.812, -2.153)  -1.720
C (3.617, 4.570, -3.658)  -0.316
C (2.264, 5.040, -4.176)  -1.360
C (1.147, 4.369, -3.384)  0.256
C (1.271, 4.703, -1.899)  -0.354
C (3.571, 2.147, 0.567)  1.347
C (4.867, 2.967, 0.544)  -0.349
C (5.693, 2.752, 1.812)  -0.908
C (4.888, 3.142, 3.044)  -1.036
C (3.633, 2.280, 3.118)  -0.695
C (2.788, 2.424, 1.852)  -0.673
C (1.275, -2.509, -2.179)  0.375
C (0.889, -2.797, -3.508)  0.052
C (1.100, -4.008, -4.139)  -1.004
C (1.670, -5.044, -3.419)  -0.967
C (1.991, -4.825, -2.095)  -1.449
C (1.847, -3.574, -1.458)  1.284
P (2.589, -3.911, 0.229)  -0.719
C (4.383, -3.794, -0.257)  0.830
C (5.284, -4.504, 0.778)  -0.908
C (6.727, -3.981, 0.720)  -0.775
C (7.122, -3.688, -0.727)  -0.777
C (6.286, -2.530, -1.307)  -0.910
C (4.920, -2.405, -0.612)  0.197
C (2.393, -2.792, 1.729)  -0.078
C (3.496, -1.881, 2.278)  0.769
C (3.159, -1.466, 3.740)  -0.555
C (1.935, -2.184, 4.304)  -1.437
C (0.722, -1.966, 3.395)  0.441
C (1.086, -2.021, 1.895)  2.284
H (0.409, 0.050, -4.108)  0.608
H (-0.214, 1.158, -2.894)  -0.879
H (-1.041, -0.384, -3.184)  0.647
H (3.160, -1.769, -3.515)  0.152
H (5.236, -1.045, -4.528)  0.421
H (6.248, 1.128, -3.869)  0.433
H (5.052, 2.579, -2.318)  0.714
H (2.685, 4.603, -0.296)  0.644
H (4.717, 4.490, -1.790)  0.304
H (3.698, 5.897, -1.994)  0.574
H (3.720, 3.509, -3.884)  0.068
H (4.425, 5.092, -4.176)  0.426
H (2.169, 4.810, -5.240)  0.470
H (2.180, 6.127, -4.065)  0.395
H (1.215, 3.283, -3.519)  -0.150
H (0.177, 4.691, -3.763)  0.264
H (0.439, 4.275, -1.338)  -0.593
H (1.218, 5.792, -1.782)  0.822
H (3.834, 1.082, 0.536)  -0.698
H (4.631, 4.032, 0.465)  0.405
H (5.467, 2.692, -0.322)  -0.188
H (6.619, 3.330, 1.757)  0.449
H (5.972, 1.695, 1.885)  0.290
H (4.601, 4.198, 2.976)  0.397
H (5.488, 3.023, 3.950)  0.445
H (3.031, 2.545, 3.991)  0.449
H (3.941, 1.237, 3.228)  0.136
H (2.407, 3.444, 1.807)  -0.020
H (1.921, 1.758, 1.898)  0.338
H (0.431, -2.013, -4.094)  0.205
H (0.817, -4.141, -5.176)  0.458
H (1.839, -6.015, -3.869)  0.398
H (2.390, -5.656, -1.521)  0.482
H (4.414, -4.379, -1.181)  0.982
H (5.280, -5.577, 0.566)  0.379
H (4.889, -4.395, 1.791)  0.216
H (7.403, -4.718, 1.157)  0.500
H (6.825, -3.065, 1.312)  0.248
H (6.969, -4.596, -1.320)  0.316
H (8.185, -3.448, -0.790)  0.468
H (6.142, -2.677, -2.380)  0.187
H (6.829, -1.588, -1.191)  0.430
H (4.214, -1.886, -1.264)  -0.799
H (5.032, -1.799, 0.284)  -0.025
H (2.335, -3.637, 2.423)  0.206
H (3.570, -0.989, 1.652)  -0.762
H (4.466, -2.374, 2.263)  0.108
H (2.959, -0.395, 3.788)  -0.116
H (4.020, -1.654, 4.383)  0.448
H (1.714, -1.795, 5.301)  0.637
H (2.144, -3.249, 4.427)  0.321
H (0.305, -0.991, 3.623)  -0.496
H (-0.048, -2.710, 3.621)  -0.044
H (1.257, -1.011, 1.503)  -0.561
H (0.263, -2.439, 1.312)  -0.629
C (-3.201, 3.143, 1.600)  -0.692
C (-3.613, 1.954, 2.284)  1.366
C (-2.821, 1.907, 3.487)  -0.347
C (-1.990, 3.045, 3.480)  -0.385
C (-2.253, 3.837, 2.345)  -0.585
C (-1.707, 5.218, 2.041)  2.618
C (-1.892, 5.566, 0.564)  -1.880
C (-0.223, 5.325, 2.381)  -1.991
C (-2.473, 6.249, 2.887)  -1.969
C (-2.726, 0.854, 4.593)  2.798
C (-1.419, 1.037, 5.385)  -2.373
C (-3.870, 0.968, 5.615)  -1.971
C (-2.703, -0.578, 4.043)  -1.075
C (-5.067, 1.497, 2.024)  2.010
C (-6.000, 2.384, 2.870)  -1.959
C (-5.395, 0.031, 2.328)  -1.910
C (-5.460, 1.709, 0.560)  -1.825
H (-3.680, 3.530, 0.710)  -0.217
H (-1.263, 3.294, 4.242)  0.369
H (-1.452, 4.793, -0.066)  0.220
H (-1.408, 6.518, 0.332)  0.585
H (-2.951, 5.656, 0.309)  0.290
H (0.334, 4.603, 1.790)  0.371
H (-0.038, 5.120, 3.437)  0.298
H (0.153, 6.328, 2.157)  0.518
H (-3.545, 6.184, 2.691)  0.339
H (-2.137, 7.266, 2.661)  0.459
H (-2.314, 6.060, 3.950)  0.370
H (-1.411, 1.982, 5.929)  0.511
H (-0.549, 1.014, 4.725)  0.291
H (-1.321, 0.233, 6.119)  0.502
H (-3.833, 1.938, 6.114)  0.374
H (-3.780, 0.187, 6.376)  0.481
H (-4.850, 0.868, 5.151)  0.317
H (-2.058, -0.642, 3.168)  -0.299
H (-3.683, -0.927, 3.747)  -0.296
H (-2.325, -1.272, 4.800)  0.785
H (-5.759, 2.304, 3.929)  0.308
H (-7.051, 2.107, 2.729)  0.456
H (-5.874, 3.430, 2.582)  0.335
H (-5.364, -0.181, 3.394)  0.591
H (-4.705, -0.645, 1.811)  -0.095
H (-6.411, -0.193, 1.988)  0.647
H (-5.391, 2.754, 0.260)  0.374
H (-6.497, 1.396, 0.416)  0.734
H (-4.833, 1.115, -0.108)  0.186
C (-5.363, 2.797, -3.082)  -1.611
P (-3.808, 1.887, -2.693)  1.802
C (-2.603, 3.104, -3.350)  -1.414
C (-3.858, 0.601, -4.001)  -0.527
C (-3.635, 0.872, -5.348)  -0.957
C (-3.774, -0.124, -6.301)  -0.848
C (-4.139, -1.405, -5.913)  -0.888
C (-4.341, -1.696, -4.573)  -0.575
C (-4.201, -0.707, -3.603)  0.150
P (-4.409, -1.023, -1.802)  1.897
C (-6.222, -0.770, -1.598)  -1.277
C (-4.408, -2.845, -1.683)  -1.651
H (-5.325, 3.193, -4.097)  0.465
H (-5.487, 3.619, -2.375)  0.452
H (-6.223, 2.133, -2.993)  0.356
H (-2.929, 3.571, -4.281)  0.607
H (-1.644, 2.612, -3.506)  0.400
H (-2.468, 3.887, -2.600)  0.343
H (-3.344, 1.867, -5.660)  0.355
H (-3.600, 0.098, -7.346)  0.439
H (-4.271, -2.180, -6.658)  0.422
H (-4.603, -2.707, -4.290)  0.294
H (-6.763, -1.293, -2.388)  0.479
H (-6.477, 0.287, -1.616)  0.164
H (-6.511, -1.170, -0.625)  0.375
H (-3.413, -3.234, -1.884)  0.460
H (-5.145, -3.322, -2.333)  0.516
H (-4.644, -3.095, -0.647)  0.339
C (-4.075, -3.779, 2.745)  -1.605
C (-2.866, -3.611, 1.845)  0.382
O (-2.626, -2.532, 1.323)  0.587
N (-2.064, -4.698, 1.804)  0.194
C (-0.875, -4.925, 0.975)  0.934
C (-1.132, -5.949, -0.108)  0.274
C (-0.788, -7.279, 0.110)  -0.760
C (-1.084, -8.221, -0.861)  -0.584
C (-1.714, -7.801, -2.019)  -0.773
C (-2.013, -6.453, -2.148)  -0.177
N (-1.737, -5.542, -1.219)  0.196
H (-4.766, -2.959, 2.571)  0.152
H (-3.754, -3.737, 3.788)  0.396
H (-4.581, -4.729, 2.573)  0.501
H (-2.350, -5.475, 2.377)  0.295
H (-0.076, -5.300, 1.614)  0.380
H (-0.572, -3.974, 0.544)  -1.395
H (-0.294, -7.568, 1.029)  0.419
H (-0.825, -9.262, -0.714)  0.426
H (-1.955, -8.495, -2.813)  0.424
H (-2.497, -6.083, -3.046)  0.398

Values from the calculation:
HOMO level: -6.0039 eV
Total charge: 0
Calculated total energy: -4674.6976 hartree
Relative energy (zero: lowest compared OMol25 entry of this formula, charge and spin): 0.0 kJ/mol
Strongest force on any atom: 0.019 hartree/bohr
LUMO: 0.19 eV
Kohn-Sham gap: 6.1914 eV